Record 1
DFT (ωB97M-V/def2-TZVPD) results for a cluster of 2 separate species, C4H13N2O2 in total in a non-equilibrium geometry.

The HOMO energy (spin up / spin down) is 4.182 / -0.902 eV. Its expectation value of S² is 0.751. The calculation puts the calculated total energy at -419.977740 Ha. The energy above the lowest of the compared OMol25 structures with the same formula, charge and spin comes out at 1.898 eV.

Geometry as ORCA input:
```
! RIJCOSX wB97M-V def2-TZVPD def2/J DEFGRID3
* xyz -2 2
C 1.2146 -0.3267 0.2972
N 0.5297 -1.6063 0.5489
C -0.9117 -1.4420 0.8226
O -1.3177 -0.1250 1.0049
C 0.9347 0.4393 -0.9753
C 2.0599 1.4654 -1.2221
N -0.4083 0.9721 -1.2049
H 2.3221 -0.6494 0.4075
H 0.8135 0.3477 1.2455
H 0.9769 -2.1576 1.2813
H -1.2846 -1.8777 1.7220
H -1.3608 -1.6258 -0.2157
H 1.0865 -0.2667 -1.8800
H 2.2918 2.0918 -0.2431
H 2.9134 0.8832 -1.5336
H 1.9937 2.0784 -2.1403
H -1.0576 0.2546 -1.3302
H -0.8371 1.3179 -0.3407
H -3.7276 0.1248 0.5392
H -2.5573 -0.0478 1.7071
O -3.6741 0.1499 1.5095
*
```

=====

Record 2
DFT (ωB97M-V/def2-TZVPD) results for a cluster of 2 separate species, C4H13N2O2 in total in a non-equilibrium geometry.

The HOMO energy is -13.484 eV. The calculation puts the calculated total energy at -419.897090 Ha. The energy above the lowest of the compared OMol25 structures with the same formula, charge and spin comes out at 3.492 eV.

Geometry as ORCA input:
```
! RIJCOSX wB97M-V def2-TZVPD def2/J DEFGRID3
* xyz 1 1
N -1.2937 -0.7117 0.0682
C -0.6780 0.6594 -0.4585
C 0.3110 0.9118 0.5392
C -0.0389 1.0912 2.0751
O -1.0725 0.7366 2.5576
C 0.1014 0.3469 -1.8873
N -0.3987 -0.9098 -2.4637
H -1.8863 -0.5377 0.9636
H -0.5064 -1.3585 0.2753
H -1.9912 -0.9676 -0.6457
H -1.4776 1.4262 -0.4721
H 1.2792 0.1913 0.5478
H 0.9072 1.8777 0.1622
H 0.7429 1.5318 2.6664
H -0.2379 1.0420 -2.5423
H 1.1229 0.4693 -1.8238
H 0.3087 -1.5851 -2.6057
H -1.0336 -0.7321 -3.3623
H 3.3149 -1.0069 0.1099
H 2.4758 -2.2928 0.3301
O 2.4044 -1.3319 0.1365
*
```

=====

Record 3
DFT (ωB97M-V/def2-TZVPD) results for a cluster of 2 separate species, C4H13N2O2 in total in a non-equilibrium geometry.

The HOMO energy is -13.571 eV. The calculation puts the calculated total energy at -419.982360 Ha. The energy above the lowest of the compared OMol25 structures with the same formula, charge and spin comes out at 1.172 eV.

Geometry as ORCA input:
```
! RIJCOSX wB97M-V def2-TZVPD def2/J DEFGRID3
* xyz 1 1
N -0.5343 0.8167 1.7777
C -0.5666 -0.6924 1.6377
C 0.8340 -1.2337 1.8552
N 0.7967 -2.6779 1.7012
H 0.0808 1.0515 2.5589
H -0.1124 1.2128 0.9082
H -1.4327 1.2553 1.9517
H -1.2493 -1.0850 2.3856
H -0.9334 -0.8731 0.6328
H 1.5243 -0.6768 1.2009
H 1.1530 -0.9923 2.8754
H 0.6426 -2.9044 0.7245
H 1.7092 -3.0533 1.9115
O 0.3498 1.4889 -0.7679
C -0.1359 1.0213 -1.7839
O -1.4449 1.0686 -2.0242
C 0.6313 0.3709 -2.8784
H -1.8141 1.5651 -1.3107
H 0.0773 0.3948 -3.8092
H 0.8816 -0.6566 -2.6167
H 1.5987 0.8375 -3.0379
*
```

=====

Record 4
DFT (ωB97M-V/def2-TZVPD) results for a cluster of 2 separate species, C4H13N2P in total in a non-equilibrium geometry.

The HOMO energy (spin up / spin down) is -7.216 / -6.444 eV. The calculation puts the calculated total energy at -610.959218 Ha. The energy above the lowest of the compared OMol25 structures with the same formula, charge and spin comes out at 2.224 eV.

Geometry as ORCA input:
```
! RIJCOSX wB97M-V def2-TZVPD def2/J DEFGRID3
* xyz 0 1
C 1.5295 1.4011 -0.8486
C 0.6225 -0.7323 -1.9242
C -0.9680 0.7425 -0.6245
C 0.4864 0.3427 -0.8292
N -0.9368 -2.2693 2.0728
N -0.4430 0.2691 2.7648
P 0.3046 -1.1312 1.9899
H 2.3206 1.2149 -1.5462
H 1.1126 2.3966 -1.1477
H 1.7639 1.7642 0.1520
H 1.6287 -0.7662 -2.3539
H -0.0834 -0.6115 -2.7325
H 0.3220 -1.8151 -1.7089
H -1.3699 0.9863 -1.6381
H -1.5846 -0.1245 -0.1833
H -0.9745 1.6404 -0.0555
H -0.9416 -2.6703 1.1673
H -1.8459 -2.2760 2.5611
H 0.2809 1.0541 2.7032
H -1.2240 0.5841 2.1815
*
```

=====

Record 5
DFT (ωB97M-V/def2-TZVPD) results for a cluster of 2 separate species, C4H13N2S in total.

The HOMO energy is -12.526 eV. The calculation puts the calculated total energy at -667.617966 Ha. The energy above the lowest of the compared OMol25 structures with the same formula, charge and spin comes out at 1.683 eV.

Geometry as ORCA input:
```
! RIJCOSX wB97M-V def2-TZVPD def2/J DEFGRID3
* xyz 1 1
C 1.0491 -0.5850 1.6664
C 1.0234 0.8785 1.2620
S 2.2392 1.1968 -0.0323
N -0.1761 -0.9116 2.5076
H 1.9232 -0.8292 2.2697
H 1.0208 -1.2389 0.7993
H 1.2625 1.5104 2.1187
H 0.0280 1.1600 0.9067
H 1.5176 0.6142 -1.0014
H -0.1463 -1.8701 2.8634
H -1.0189 -0.8198 1.9381
H -0.2582 -0.2649 3.2980
C -1.4848 0.7439 -3.1706
C -0.8941 0.5558 -2.0008
N -0.4523 -0.7191 -1.4918
H -1.6808 -0.0864 -3.8421
H -1.7564 1.7389 -3.4926
H -0.6844 1.4143 -1.3690
H -0.3102 -1.3463 -2.2802
H -1.2011 -1.1415 -0.9489
*
```

=====

Record 6
DFT (ωB97M-V/def2-TZVPD) results for the ion C4H13N2S with charge +1 in a non-equilibrium geometry.

Its SMILES is CNC[C@H]([NH3+])CS. The HOMO energy is -12.945 eV. The calculation puts the calculated total energy at -667.569394 Ha. The energy above the lowest of the compared OMol25 structures with the same formula, charge and spin comes out at 3.004 eV.

Geometry as ORCA input:
```
! RIJCOSX wB97M-V def2-TZVPD def2/J DEFGRID3
* xyz 1 1
N -0.6633 1.1604 1.4095
C -0.1134 0.4597 0.0053
C -1.2407 0.6214 -0.9337
S -1.3462 2.4440 -1.1644
C -0.0113 -0.9584 0.4003
N 0.6266 -1.5820 -0.6876
C 2.2232 -1.2980 -0.4996
H -0.5340 2.1351 1.5916
H -1.6847 1.2371 1.2222
H -0.4020 0.4929 2.1716
H 0.8855 0.9002 -0.3883
H -2.1664 0.2444 -0.5306
H -1.0581 0.2839 -1.9758
H -2.3827 2.6944 -0.2376
H -1.0174 -1.2924 0.7555
H 0.6566 -1.0027 1.1948
H 0.4693 -2.6452 -0.7586
H 2.6331 -1.2776 -1.4759
H 2.5485 -0.3814 -0.0733
H 2.5774 -2.2359 -0.0254
*
```

=====

Record 7
DFT (ωB97M-V/def2-TZVPD) results for a structure of composition C4H13N2S in a non-equilibrium geometry.

The HOMO energy (spin up / spin down) is -17.346 / -17.344 eV. Its expectation value of S² is 0.753. The calculation puts the calculated total energy at -667.132272 Ha. The energy above the lowest of the compared OMol25 structures with the same formula, charge and spin comes out at 2.338 eV.

Geometry as ORCA input:
```
! RIJCOSX wB97M-V def2-TZVPD def2/J DEFGRID3
* xyz 2 2
N -0.5984 1.6581 -0.9967
C -0.0512 0.6606 0.0521
C -0.8655 -0.6246 0.2689
C -0.5105 -1.1148 1.7528
S -1.7064 -2.5006 1.3825
C 1.4725 0.3536 -0.3392
N 1.5201 0.2837 -1.7839
H 0.1750 2.0294 -1.5424
H -1.2118 1.2525 -1.6574
H -1.1247 2.4440 -0.6057
H -0.0605 1.2418 1.0643
H -1.8948 -0.5645 -0.0942
H -0.2515 -1.2598 -0.4011
H 0.5764 -1.1657 1.9395
H -0.7938 -0.4849 2.5181
H -2.0892 -2.5487 2.6685
H 1.8748 -0.5783 0.1045
H 2.1084 1.2336 0.0209
H 0.9426 -0.4519 -2.1750
H 2.4885 0.1366 -2.1764
*
```

=====

Record 8
DFT (ωB97M-V/def2-TZVPD) results for the ion C4H13N3 with charge -1 in a non-equilibrium geometry.

The HOMO energy (spin up / spin down) is 1.291 / -5.063 eV. Its expectation value of S² is 0.750. The calculation puts the calculated total energy at -324.396508 Ha. The energy above the lowest of the compared OMol25 structures with the same formula, charge and spin comes out at 0.371 eV.

Geometry as ORCA input:
```
! RIJCOSX wB97M-V def2-TZVPD def2/J DEFGRID3
* xyz -1 2
C -0.0654 -0.5969 0.2009
N -0.7493 0.1159 -0.8689
C -2.1828 -0.0821 -1.1269
N -3.1058 0.5290 -0.2017
C 1.4629 -0.4218 0.1239
C 1.9265 1.0172 0.3632
N 2.0332 -1.4917 0.9316
H -0.2440 -1.6469 -0.0411
H -0.4851 -0.3111 1.1915
H -0.5511 1.1125 -0.8598
H -2.2513 -1.1798 -1.1361
H -2.3984 0.3038 -2.1296
H -2.8125 0.2220 0.7252
H -2.9436 1.5359 -0.2156
H 1.5679 -0.5714 -0.9629
H 3.0103 1.1185 0.2385
H 1.3278 1.6977 -0.2657
H 1.5401 1.3889 1.3177
H 1.8788 -1.3024 1.9161
H 3.0421 -1.4372 0.7996
*
```

=====

Record 9
DFT (ωB97M-V/def2-TZVPD) results for the molecule C4H13N3 in a non-equilibrium geometry.

Its SMILES is C[C@@H](CN)NCN. The HOMO energy is -8.722 eV. The calculation puts the calculated total energy at -324.422113 Ha. The energy above the lowest of the compared OMol25 structures with the same formula, charge and spin comes out at 1.437 eV.

Geometry as ORCA input:
```
! RIJCOSX wB97M-V def2-TZVPD def2/J DEFGRID3
* xyz 0 1
C 0.7847 0.7741 -0.6956
N 1.9350 1.6413 -0.3728
C 0.4172 -0.2223 0.3776
C 1.5184 -1.1821 0.6571
N -0.7637 -1.0422 -0.0621
C -1.9846 -0.3112 -0.5477
N -2.6571 0.4128 0.4561
H 0.8319 0.2962 -1.6284
H 0.0308 1.4761 -0.7440
H 2.8801 1.2698 -0.5741
H 1.8424 2.5292 -0.8894
H 0.1671 0.2310 1.3495
H 2.2961 -0.7260 1.2709
H 1.9715 -1.6806 -0.2744
H 1.1295 -2.0904 1.2969
H -1.1893 -1.5301 0.7180
H -1.5980 0.2247 -1.4648
H -2.7803 -1.0777 -0.9647
H -2.1419 1.2476 0.8349
H -2.6898 -0.2403 1.2568
*
```

=====

Record 10
DFT (ωB97M-V/def2-TZVPD) results for the molecule C4H13N3 in a non-equilibrium geometry.

Its SMILES is CC(N)(N)CCN. The HOMO energy is -8.439 eV. The calculation puts the calculated total energy at -324.450202 Ha. The energy above the lowest of the compared OMol25 structures with the same formula, charge and spin comes out at 0.673 eV.

Geometry as ORCA input:
```
! RIJCOSX wB97M-V def2-TZVPD def2/J DEFGRID3
* xyz 0 1
C 0.5803 -0.0437 -0.3873
C -0.6430 -0.8864 -0.1584
C -1.7306 -0.0849 0.7739
C 0.3310 1.2966 -1.0654
N 1.4111 0.0704 0.7621
N 1.4811 -0.9496 -1.3446
N -1.2681 0.2566 2.1008
H 1.8079 1.0037 0.8296
H 2.2082 -0.5461 0.6154
H -0.5413 -0.4042 2.3865
H 1.0466 -1.0220 -2.2649
H 1.5366 -1.9023 -0.9839
H -0.8039 1.1632 2.0875
H -0.4106 -1.8202 0.3642
H -1.1532 -1.1174 -1.0978
H -2.5844 -0.7627 0.8627
H -2.0959 0.8074 0.2582
H -0.0450 2.0470 -0.3623
H -0.3898 1.2095 -1.8840
H 1.2631 1.6851 -1.4922
*
```

=====

> Among the records above, which one has the lowest calculated total energy?

number 5

=====

> Which of these has the highest energy above the lowest of the compared OMol25 structures with the same formula, charge and spin?

number 2